1.
Formula: C29H29N6O3Pt
Source: the Open Molecules 2025 dataset
Level of theory: ωB97M-V/def2-TZVPD

Summary:
* HOMO energy (spin up / spin down): -15.58 / -15.91 eV
* HOMO-LUMO gap (spin up / spin down): 7.2 / 4.6 eV
* <S²>: 6.046

Geometry as ORCA input:
```
! RIJCOSX wB97M-V def2-TZVPD def2/J DEFGRID3
* xyz 3 5
Pt 0.3462 0.0353 0.0187
C -0.6504 3.8834 1.8825
C -1.5439 4.4555 0.9915
C -1.8881 3.7712 -0.1660
C -1.3312 2.5280 -0.4008
N -0.4777 1.9818 0.4808
C -0.1290 2.6373 1.5902
C -1.5963 1.7012 -1.5957
C -2.3930 2.0960 -2.6568
C -2.5760 1.2309 -3.7232
C -1.9648 -0.0145 -3.7038
C -1.1754 -0.3434 -2.6216
N -0.9945 0.4987 -1.5979
H -0.3524 4.3905 2.7888
H -1.9680 5.4307 1.1898
H -2.5793 4.2094 -0.8707
H 0.5874 2.1512 2.2383
H -2.8650 3.0674 -2.6584
H -3.1936 1.5261 -4.5608
H -2.0969 -0.7202 -4.5113
H -0.6824 -1.3038 -2.5485
C -6.4961 -4.1540 3.8111
C -5.1350 -4.7164 3.5664
C -4.9479 -6.1181 3.5793
C -3.7025 -6.6932 3.3703
C -2.6131 -5.8795 3.1666
C -2.7726 -4.4657 3.1786
N -1.6788 -3.6543 2.9473
C -0.3694 -3.8997 3.2611
C -0.0292 -4.8540 4.2389
C 1.2918 -5.0961 4.5462
C 2.3037 -4.3883 3.9013
C 1.9803 -3.4119 2.9617
C 0.6652 -3.1411 2.6332
C 0.3927 -2.0538 1.6619
O 1.3846 -1.4825 1.0859
O -0.7744 -1.6556 1.4075
C -4.0362 -3.8687 3.3536
C -4.2303 -2.3812 3.3833
H -7.2527 -4.9346 3.8158
H -6.7654 -3.4095 3.0606
H -6.5314 -3.6478 4.7816
H -5.8092 -6.7534 3.7440
H -3.5889 -7.7679 3.3448
H -1.6477 -6.3103 2.9382
H -1.8196 -2.7801 2.4280
H -0.8127 -5.3598 4.7857
H 1.5391 -5.8244 5.3066
H 3.3393 -4.5786 4.1470
H 2.7614 -2.8411 2.4803
H -3.3087 -1.8151 3.2739
H -4.6787 -2.0822 4.3329
H -4.9219 -2.0668 2.6001
C 5.8312 -0.7590 -2.3336
N 4.5637 -0.3423 -1.7413
C 4.4394 0.5784 -0.6199
C 2.9437 0.6203 -0.4865
O 2.2745 1.1958 0.3959
N 2.3461 -0.1204 -1.4219
C 3.3522 -0.7191 -2.1301
N 3.1231 -1.5771 -3.1105
H 6.6090 -0.0802 -1.9954
H 5.7846 -0.6898 -3.4204
H 6.0915 -1.7734 -2.0321
H 4.8525 1.5634 -0.8477
H 4.9080 0.1989 0.2895
H 2.1805 -1.7276 -3.4245
H 3.8726 -1.9679 -3.6574
*
```

2.
Formula: C29H30BaNO3PSi
Source: the Open Molecules 2025 dataset
Level of theory: ωB97M-V/def2-TZVPD

Summary:
* HOMO energy: -6.87 eV
* HOMO-LUMO gap: 7.1 eV

Geometry as ORCA input:
```
! RIJCOSX wB97M-V def2-TZVPD def2/J DEFGRID3
* xyz 0 1
Ba -0.8989 0.2064 -0.1978
C -1.8083 3.7037 3.3472
Si -0.4294 2.7795 2.5173
C -0.3821 1.0523 3.2471
C 1.1765 3.5952 2.9768
N -0.6425 2.5535 0.8408
C -0.7399 3.5807 -0.0751
C -0.6832 4.9727 0.2071
C -0.8442 5.9524 -0.7595
C -1.0615 5.6177 -2.0934
C -1.0893 4.2727 -2.4299
C -0.9237 3.3172 -1.4541
O -0.8906 1.9384 -1.8403
C -1.9455 1.4620 -2.6361
C -3.2531 1.8618 -2.4025
C -4.2657 1.3021 -3.1670
C -3.9770 0.3532 -4.1429
C -2.6641 -0.0378 -4.3519
C -1.6387 0.5166 -3.5963
H -1.5440 3.9497 4.3829
H -2.7180 3.0926 3.3652
H -2.0467 4.6372 2.8278
H -0.3724 1.0911 4.3427
H 0.5279 0.5203 2.9377
H -1.2553 0.4499 2.9601
H 1.3630 3.4971 4.0536
H 1.1899 4.6629 2.7341
H 2.0067 3.1223 2.4407
H -0.5151 5.2783 1.2346
H -0.8003 6.9952 -0.4654
H -1.1923 6.3771 -2.8525
H -1.2348 3.9597 -3.4582
H -3.4635 2.6113 -1.6504
H -5.2887 1.6112 -2.9945
H -4.7739 -0.0785 -4.7347
H -2.4281 -0.7800 -5.1037
H -0.6069 0.2300 -3.7548
O -2.2338 -1.5797 -1.3212
C -1.6256 -2.1658 -0.4044
O -1.5922 -1.7114 0.7918
C -0.5734 -3.2271 -0.7116
P 0.9455 -2.3667 -0.0017
C 2.3637 -2.9637 -0.9926
C 3.5863 -2.3128 -0.8005
C 4.7244 -2.7119 -1.4861
C 4.6565 -3.7651 -2.3912
C 3.4491 -4.4166 -2.5972
C 2.3121 -4.0211 -1.8969
C 1.2094 -3.2495 1.5877
C 1.9231 -4.4433 1.6640
C 2.1082 -5.0764 2.8864
C 1.5844 -4.5214 4.0480
C 0.8748 -3.3297 3.9822
C 0.6918 -2.6980 2.7589
H -0.4870 -3.4029 -1.7791
H -0.7742 -4.1522 -0.1744
H 3.6475 -1.4842 -0.1041
H 5.6628 -2.1972 -1.3207
H 5.5423 -4.0755 -2.9325
H 3.3898 -5.2398 -3.2990
H 1.3824 -4.5530 -2.0597
H 2.3546 -4.8814 0.7684
H 2.6690 -6.0020 2.9298
H 1.7322 -5.0153 5.0012
H 0.4646 -2.8860 4.8815
H 0.1252 -1.7782 2.7182
*
```